Record 1
{
  "formula": "C32H28N2O2S",
  "method": "ωB97M-V with the def2-TZVPD basis set",
  "lumo_ev": -2.0952,
  "gap_ha": 0.1543,
  "total_energy_ha": -1894.29068,
  "relative_energy_kcal_mol": 15.74,
  "species": ["C", "C", "C", "C", "C", "C", "N", "S", "C", "C", "C", "C", "C", "C", "O", "O", "C", "C", "H", "H", "H", "H", "H", "H", "H", "H", "H", "H", "C", "C", "N", "C", "C", "C", "C", "C", "C", "C", "C", "C", "C", "C", "C", "C", "C", "C", "C", "H", "H", "H", "H", "H", "H", "H", "H", "H", "H", "H", "H", "H", "H", "H", "H", "H", "H"],
  "coordinates": [[-4.025, -0.846, 3.333], [-3.430, -2.090, 3.098], [-2.086, -2.172, 2.748], [-1.292, -0.998, 2.648], [0.116, -1.092, 2.366], [0.716, -2.356, 2.245], [1.298, -3.378, 2.149], [1.194, 0.328, 2.639], [2.818, -0.393, 2.907], [3.313, -0.577, 4.202], [4.593, -1.109, 4.383], [5.383, -1.439, 3.275], [4.883, -1.244, 1.982], [3.612, -0.694, 1.802], [1.276, 1.052, 1.385], [0.854, 0.996, 3.871], [-1.927, 0.259, 2.831], [-3.273, 0.330, 3.180], [-5.070, -0.784, 3.640], [-4.008, -3.011, 3.200], [-1.609, -3.141, 2.587], [2.691, -0.312, 5.054], [4.972, -1.261, 5.396], [6.387, -1.846, 3.420], [5.475, -1.509, 1.103], [3.229, -0.497, 0.802], [-1.362, 1.184, 2.709], [-3.734, 1.311, 3.331], [-3.495, -0.378, -0.172], [-2.704, 0.678, -0.802], [-3.240, 1.844, -1.229], [-4.599, 2.268, -0.962], [-2.293, 2.598, -1.925], [-1.087, 1.860, -1.930], [0.018, 2.384, -2.592], [-0.113, 3.618, -3.244], [-1.335, 4.315, -3.253], [-2.456, 3.810, -2.582], [-1.326, 0.646, -1.154], [-0.402, -0.350, -0.849], [0.541, -0.816, -1.804], [0.360, -0.622, -3.207], [1.382, -0.912, -4.094], [2.617, -1.371, -3.616], [3.769, -1.472, -4.564], [2.744, -1.738, -2.267], [1.712, -1.497, -1.376], [-2.908, -1.301, -0.209], [-3.677, -0.153, 0.884], [-4.462, -0.523, -0.673], [-4.726, 3.262, -1.393], [-5.323, 1.571, -1.401], [-4.773, 2.312, 0.122], [0.956, 1.833, -2.601], [0.745, 4.046, -3.760], [-1.412, 5.263, -3.784], [-3.421, 4.320, -2.570], [-0.385, -0.763, 0.163], [-0.583, -0.228, -3.588], [1.256, -0.758, -5.168], [4.635, -1.921, -4.071], [3.488, -2.073, -5.438], [4.054, -0.476, -4.933], [3.670, -2.205, -1.920], [1.779, -1.785, -0.323]],
  "nbo_charge": [-0.290, -0.205, -0.272, 0.088, -0.748, 0.270, -0.441, 2.180, -0.337, -0.110, -0.234, -0.195, -0.206, -0.188, -0.976, -0.942, -0.283, -0.226, 0.209, 0.212, 0.226, 0.234, 0.217, 0.215, 0.210, 0.226, 0.226, 0.209, -0.704, 0.361, -0.317, -0.411, 0.114, 0.012, -0.206, -0.216, -0.204, -0.232, -0.167, 0.073, -0.102, -0.131, -0.250, 0.074, -0.643, -0.238, -0.109, 0.255, 0.293, 0.233, 0.223, 0.218, 0.226, 0.229, 0.221, 0.221, 0.217, 0.271, 0.227, 0.222, 0.224, 0.231, 0.234, 0.227, 0.253]
}

Record 2
{
  "formula": "C32H28N6O6S3Sc",
  "method": "ωB97M-V with the def2-TZVPD basis set",
  "charge": 1,
  "lumo_ev": -2.8062,
  "gap_ha": 0.3047,
  "total_energy_ha": -3971.60777,
  "relative_energy_kcal_mol": 1.34,
  "species": ["Sc", "C", "C", "C", "C", "C", "C", "N", "C", "C", "C", "C", "C", "N", "C", "C", "C", "C", "C", "C", "N", "H", "H", "H", "H", "H", "H", "H", "H", "H", "H", "H", "H", "H", "H", "H", "C", "N", "C", "C", "N", "C", "S", "C", "C", "C", "C", "C", "N", "H", "H", "H", "H", "H", "H", "H", "H", "H", "O", "S", "O", "O", "C", "C", "C", "C", "C", "C", "S", "O", "O", "O", "H", "H", "H", "H"],
  "coordinates": [[0.251, 0.455, 0.106], [-2.503, 2.958, 0.467], [-2.099, 2.799, -0.968], [-2.781, 3.553, -1.925], [-2.398, 3.491, -3.247], [-1.306, 2.704, -3.580], [-0.660, 1.999, -2.582], [-1.079, 2.003, -1.302], [0.546, 1.191, -2.898], [1.351, 1.469, -3.987], [2.470, 0.681, -4.202], [2.730, -0.380, -3.358], [1.875, -0.612, -2.290], [0.828, 0.186, -2.060], [2.041, -1.759, -1.364], [3.114, -2.622, -1.478], [3.179, -3.723, -0.643], [2.149, -3.937, 0.244], [1.108, -3.015, 0.328], [0.008, -3.274, 1.314], [1.073, -1.921, -0.441], [-3.586, 3.036, 0.555], [-2.064, 3.886, 0.842], [-2.129, 2.168, 1.108], [-3.602, 4.184, -1.612], [-2.924, 4.054, -4.006], [-0.970, 2.633, -4.604], [1.138, 2.310, -4.630], [3.139, 0.897, -5.024], [3.592, -1.005, -3.528], [3.900, -2.441, -2.193], [4.016, -4.406, -0.701], [2.140, -4.804, 0.889], [-0.226, -4.338, 1.329], [-0.889, -2.720, 1.055], [0.327, -2.998, 2.320], [-4.653, 0.188, -1.770], [-4.311, 0.183, -0.357], [-5.116, 0.619, 0.681], [-4.430, 0.446, 1.820], [-3.197, -0.106, 1.475], [-3.139, -0.273, 0.124], [-1.908, -0.973, -0.787], [-2.219, -0.481, 2.438], [-2.680, -0.973, 3.648], [-1.767, -1.235, 4.653], [-0.430, -1.000, 4.402], [-0.057, -0.555, 3.149], [-0.927, -0.309, 2.155], [-5.535, 0.807, -1.912], [-4.856, -0.824, -2.119], [-3.819, 0.593, -2.340], [-6.095, 1.032, 0.513], [-4.674, 0.711, 2.832], [-3.735, -1.158, 3.788], [-2.100, -1.615, 5.609], [0.326, -1.170, 5.155], [0.983, -0.392, 2.908], [4.197, -0.528, 1.857], [3.454, 0.416, 1.071], [3.877, 0.633, -0.285], [1.985, 0.067, 1.122], [3.548, 1.968, 1.962], [4.668, 2.118, 2.766], [4.867, 3.281, 3.493], [3.940, 4.307, 3.430], [2.815, 4.171, 2.632], [2.614, 3.007, 1.898], [1.137, 2.991, 0.909], [1.462, 2.309, -0.358], [0.683, 4.342, 0.794], [0.141, 2.085, 1.565], [5.377, 1.304, 2.818], [5.751, 3.378, 4.109], [4.086, 5.219, 3.992], [2.090, 4.967, 2.556]],
  "mulliken_charge": [-0.037, -1.442, 0.720, -1.043, -0.956, -0.809, 0.455, 1.506, 0.376, -1.117, -1.238, -0.627, 0.794, 0.646, 0.697, -0.826, -1.022, -0.856, 0.792, -1.414, 0.693, 0.531, 0.464, -0.063, 0.581, 0.466, 0.514, 0.494, 0.448, 0.429, 0.412, 0.473, 0.503, 0.622, 0.013, 0.204, -0.762, 0.418, -0.681, -0.536, 0.521, 0.002, -0.393, -0.066, -0.778, -0.756, -1.015, -1.057, 1.268, 0.331, 0.312, 0.247, 0.479, 0.561, 0.645, 0.454, 0.545, 0.739, -0.762, 1.644, -0.685, 0.148, -0.415, -0.864, -0.614, -0.703, -0.638, 0.181, 1.691, -0.573, -0.674, -0.533, 0.559, 0.418, 0.404, 0.554]
}

Record 3
{
  "formula": "C32H29AsCl3IrN2O7Si",
  "method": "ωB97M-V with the def2-TZVPD basis set",
  "charge": 1,
  "lumo_ev": [-5.2503, -6.9845],
  "gap_ha": [0.1905, 0.1268],
  "total_energy_ha": -5882.89057,
  "s2": 1.0878,
  "spin_multiplicity": 2,
  "species": ["Ir", "Cl", "C", "C", "C", "Cl", "C", "O", "C", "Cl", "C", "H", "H", "O", "C", "O", "C", "C", "N", "N", "C", "C", "O", "O", "H", "H", "H", "O", "Si", "C", "C", "C", "C", "C", "C", "C", "C", "C", "C", "C", "C", "C", "C", "C", "C", "C", "C", "H", "H", "H", "H", "H", "H", "H", "H", "H", "H", "H", "H", "H", "H", "H", "C", "As", "C", "C", "O", "H", "H", "H", "H", "H", "H", "H", "H", "H"],
  "coordinates": [[0.953, -0.160, 1.314], [3.223, 2.934, 7.664], [2.375, 2.424, 6.272], [2.961, 1.502, 5.403], [2.286, 1.139, 4.262], [2.940, -0.025, 3.170], [1.002, 1.663, 3.916], [0.400, 1.393, 2.833], [0.411, 2.524, 4.902], [-1.185, 3.068, 4.608], [1.092, 2.914, 6.030], [3.927, 1.080, 5.634], [0.625, 3.586, 6.735], [-1.833, -5.520, 2.022], [-1.786, -4.910, 3.181], [-2.164, -5.410, 4.209], [-1.245, -3.511, 3.208], [-1.305, -2.678, 4.317], [-0.702, -1.529, 3.986], [-0.239, -1.566, 2.737], [-0.552, -2.756, 2.237], [-0.112, -3.077, 0.833], [-0.598, -4.036, 0.239], [0.779, -2.305, 0.367], [-1.438, -5.012, 1.255], [-1.715, -2.873, 5.286], [-0.607, -0.689, 4.541], [-0.380, 0.787, -0.109], [-1.012, 1.240, -1.450], [0.087, 1.326, -3.016], [1.466, 1.187, -2.916], [2.258, 1.292, -4.048], [1.681, 1.530, -5.285], [0.307, 1.658, -5.393], [-0.487, 1.550, -4.264], [-2.340, -0.088, -1.950], [-3.587, 0.256, -2.425], [-4.478, -0.756, -2.760], [-4.103, -2.082, -2.628], [-2.849, -2.413, -2.144], [-1.959, -1.407, -1.798], [-2.001, 2.879, -1.302], [-3.018, 2.984, -0.370], [-3.713, 4.176, -0.240], [-3.386, 5.258, -1.040], [-2.372, 5.149, -1.972], [-1.674, 3.958, -2.106], [1.916, 1.011, -1.950], [3.330, 1.197, -3.961], [2.301, 1.616, -6.164], [-0.149, 1.841, -6.354], [-1.559, 1.648, -4.359], [-3.881, 1.290, -2.533], [-5.465, -0.490, -3.111], [-4.794, -2.863, -2.907], [-2.552, -3.444, -2.015], [-0.987, -1.654, -1.404], [-3.267, 2.142, 0.259], [-4.508, 4.254, 0.485], [-3.929, 6.185, -0.941], [-2.114, 5.986, -2.604], [-0.879, 3.884, -2.831], [2.226, -2.467, -2.175], [3.275, -1.709, -0.718], [3.783, -2.995, 0.651], [4.958, -1.170, -1.553], [2.765, -0.289, -0.025], [2.922, -2.954, -2.854], [1.709, -1.661, -2.694], [1.502, -3.184, -1.798], [4.199, -3.890, 0.192], [2.916, -3.258, 1.251], [4.539, -2.522, 1.280], [5.647, -2.010, -1.640], [5.404, -0.391, -0.935], [4.760, -0.761, -2.544]],
  "mulliken_spin": [0.048, 0.070, 0.239, -0.029, 0.099, 0.028, 0.154, 0.331, 0.147, 0.042, -0.075, 0.000, 0.000, 0.000, 0.000, 0.000, -0.009, -0.008, -0.013, 0.109, -0.034, 0.009, -0.003, -0.021, -0.001, 0.000, -0.003, -0.008, 0.002, 0.001, -0.001, 0.000, 0.000, 0.000, 0.002, 0.001, 0.000, 0.000, 0.000, 0.000, 0.001, -0.002, -0.001, 0.000, 0.000, 0.000, 0.000, 0.000, 0.000, 0.000, 0.000, 0.000, 0.000, 0.000, 0.000, 0.000, -0.002, 0.000, 0.000, 0.000, 0.000, 0.000, 0.002, 0.001, 0.003, -0.008, -0.072, 0.000, 0.000, 0.000, 0.001, -0.001, 0.000, -0.001, -0.001, 0.000]
}